*a*
Entry from the Open Molecules 2025 dataset: 4 unconnected molecules or ions with the total composition C4H12O3 (wB97M-V/def2-TZVPD).

Structure (XYZ):
```
19
Properties=species:S:1:pos:R:3:nbo_charge:R:1
C 0.06009 -3.48420 -2.20645 -0.395
C 0.05560 -1.47055 -0.69063 -0.264
O 1.41983 1.32028 0.15939 -0.954
H -0.12887 -3.94446 -3.19162 0.219
H 1.21862 -1.65084 -0.36027 0.202
H -2.81371 2.15325 0.88918 0.469
C -0.79230 -0.59853 -0.11152 -0.352
H -1.96883 2.68369 2.08654 0.471
H 0.76865 -3.87623 -1.51326 0.187
H -1.37396 -1.87170 -2.10012 0.192
H 1.45030 4.13633 2.59054 0.476
C -0.49749 -2.35420 -1.65603 -0.215
H -0.51366 0.10797 0.66904 0.238
H -1.72061 -0.34956 -0.50995 0.191
O 1.78531 3.19045 2.52398 -0.971
H 1.75184 2.81743 1.65686 0.493
H 1.14583 0.47942 -0.33280 0.487
O -2.07020 1.90844 1.57435 -0.936
H 2.22357 0.80300 0.52277 0.462
```

Results
SMILES string = C=CC=C.O.O.O
E_LUMO = 0.596 eV
E_HOMO = -8.77 eV
Kohn-Sham gap = 0.3443 hartree

*b*
Entry from the Open Molecules 2025 dataset: 4 unconnected molecules or ions with the total composition C4H12O3 (wB97M-V/def2-TZVPD).

Structure (XYZ):
```
19
Properties=species:S:1:pos:R:3:nbo_charge:R:1
C 0.37702 3.10928 -1.11830 -0.367
H 0.65208 -1.20588 -1.56663 0.465
H -0.25371 -0.57640 2.16733 0.469
O 0.98936 -2.02144 -1.88185 -0.936
H -3.24430 1.71901 0.31869 0.209
H 0.75477 3.17735 -2.12747 0.209
H 0.20109 -2.54795 -2.11182 0.471
C -2.34947 1.85061 0.91129 -0.360
H -0.32532 2.48650 1.34147 0.214
H 2.42688 -3.98068 0.46268 0.466
H 0.81501 3.68785 -0.30752 0.187
H 2.30601 -5.18198 1.19712 0.454
H -2.54196 1.48184 1.92632 0.189
C -0.70999 2.41434 -0.76637 -0.235
C -1.12387 2.27402 0.63910 -0.254
H -1.30462 2.00648 -1.57324 0.205
O 1.70599 -4.56842 0.72185 -0.920
O 0.22259 -0.73064 1.34587 -0.935
H 0.19055 0.08862 0.86510 0.467
```

Results
SMILES string = C=CC=C.O.O.O
E_LUMO = 0.644 eV
E_HOMO = -9.30 eV
Kohn-Sham gap = 0.3655 hartree

*c*
Entry from the Open Molecules 2025 dataset: 3 unconnected molecules or ions with the total composition C4H12O3 (wB97M-V/def2-TZVPD).

Structure (XYZ):
```
19
Properties=species:S:1:pos:R:3:nbo_charge:R:1
C -0.58850 -0.49650 1.81682 -0.091
H -0.37410 -0.64323 2.87342 0.169
H 2.49921 0.80380 -6.38788 0.460
H 1.43648 0.27321 1.88735 0.180
O 1.72462 0.55065 -5.89396 -0.920
H 0.32074 -1.07844 -0.53253 0.206
O -3.86493 2.15482 3.09626 -0.925
C 1.15550 -0.57169 -0.04221 -0.181
C 0.75301 -0.17286 1.15818 -0.219
H -1.26767 0.35688 1.69180 0.174
H -3.45842 2.99966 2.86762 0.463
C 2.51105 -0.48589 -0.62303 -0.649
H 1.27117 0.14195 -6.62399 0.460
O -1.19820 -1.64684 1.25978 -0.721
H 3.10737 -1.32348 -0.27653 0.222
H 2.46499 -0.45653 -1.71276 0.222
H -2.03995 -1.38922 0.85693 0.474
H -3.27420 1.94424 3.84401 0.463
H 3.05690 0.41979 -0.33678 0.214
```

Results
SMILES string = C/C=C/CO.O.O
E_LUMO = 0.751 eV
E_HOMO = -9.05 eV
Kohn-Sham gap = 0.3602 hartree

*d*
Entry from the Open Molecules 2025 dataset: 2 unconnected molecules or ions with the total composition C4H12O3 (wB97M-V/def2-TZVPD).

Structure (XYZ):
```
19
Properties=species:S:1:pos:R:3:nbo_charge:R:1
H -1.84609 0.84379 -1.45945 0.180
O -2.62762 0.21942 0.38004 -0.734
H -1.80510 1.92233 -0.31274 0.156
H -0.30771 0.97981 1.35242 0.202
H -3.18469 -0.34872 -0.14924 0.478
H -0.38462 -0.50786 0.52719 0.216
H 2.43984 -0.77625 -0.16249 0.171
H -0.74735 -1.75984 -2.74947 0.476
H 3.04984 0.90006 0.26896 0.165
C -1.59974 0.85655 -0.36397 -0.071
H 1.85626 0.43117 2.38307 0.474
C 1.05003 0.88990 -0.25504 -0.431
C 2.27044 0.14400 0.40058 -0.046
O -0.66002 -2.09231 -1.85823 -0.950
H 1.20913 1.94933 -0.11742 0.201
H 1.00301 0.41006 -1.25118 0.198
O 2.02149 -0.26111 1.73405 -0.730
H 0.15573 -1.83864 -1.43262 0.476
C -0.30386 0.55915 0.33127 -0.430
```

Results
SMILES string = OCCCCO.O
E_LUMO = 0.689 eV
E_HOMO = -9.90 eV
Kohn-Sham gap = 0.3890 hartree

*c* has the most favorable energy; the next structure is 28.2 kJ/mol above.

*a*
Entry from the Open Molecules 2025 dataset: 3 unconnected molecules or ions with the total composition C4H12O3 (wB97M-V/def2-TZVPD).

Structure (XYZ):
```
19
Properties=species:S:1:pos:R:3:nbo_charge:R:1
O -1.71915 1.54748 0.08577 -0.955
C 1.05293 0.71810 -1.93498 -0.572
H 2.24215 0.89781 -1.76779 0.186
H -2.50306 -0.79632 1.93104 0.471
H -1.78027 0.96145 0.75002 0.470
C 1.34120 -0.27890 0.41967 0.460
H -2.65002 1.70646 -0.29306 0.469
O -2.07088 0.04628 2.26248 -0.965
C 0.56798 -0.36218 -0.85483 -0.359
H -0.59168 -0.27829 -0.86566 0.256
O 0.84968 -0.02453 1.52435 -0.561
H -1.08540 -0.03328 1.96319 0.500
H 1.08107 0.31102 -2.85129 0.198
H 2.44681 -0.56760 0.33901 0.126
H 0.58003 1.70494 -1.88630 0.236
C 0.85861 -1.78599 -1.51377 -0.603
H -0.08595 -2.29827 -1.88336 0.227
H 1.39872 -2.38064 -0.75179 0.208
H 1.54602 -1.52724 -2.36134 0.209
```

Results
SMILES string = CC(C)C=O.O.O
E_LUMO = 0.760 eV
E_HOMO = -10.36 eV
Kohn-Sham gap = 0.4087 hartree

*b*
Entry from the Open Molecules 2025 dataset: 2 unconnected molecules or ions with the total composition C4H12O3 (wB97M-V/def2-TZVPD).

Structure (XYZ):
```
19
Properties=species:S:1:pos:R:3:nbo_charge:R:1
H 1.52761 0.43510 1.49727 0.222
H -1.33541 1.80925 1.72063 0.209
C -0.35713 -1.51949 -1.56358 -0.325
H 1.28704 2.20316 1.44830 0.206
H -0.27875 -2.32911 -2.29018 0.190
H 2.11226 1.40285 0.12614 0.199
H 0.55426 -3.59893 0.35983 0.464
H 0.45274 2.29902 -1.29000 0.464
H 0.00474 0.12955 -0.48861 0.169
H -0.33675 -0.65482 -2.23200 0.218
C -0.03299 1.09270 0.15430 0.090
O -0.31868 2.16185 -0.71736 -0.728
C -1.18776 0.90731 1.11689 -0.625
C 1.30014 1.28494 0.85041 -0.633
H -1.26703 -1.66283 -0.98095 0.217
O 0.82413 -2.00918 -0.55245 -0.312
O 0.16591 -2.72159 0.51670 -0.453
H -1.00400 0.04766 1.76545 0.218
H -2.11032 0.72257 0.55923 0.211
```

Results
SMILES string = CC(C)O.COO
E_LUMO = 0.771 eV
E_HOMO = -9.79 eV
Kohn-Sham gap = 0.3880 hartree

*a* has the most favorable energy; the next structure is 264.1 kJ/mol above.

*a*
Entry from the Open Molecules 2025 dataset: 2 unconnected molecules or ions with the total composition C4H12O3 (wB97M-V/def2-TZVPD).

Structure (XYZ):
```
19
Properties=species:S:1:pos:R:3:nbo_charge:R:1
H 1.86925 1.77016 0.02297 0.212
C 1.79049 -0.30155 -0.72478 -0.441
O -5.39669 -0.30275 0.28121 -0.942
H -5.54512 -0.85387 -0.48060 0.471
H -5.87584 0.54225 0.14107 0.471
O -0.28090 -1.71617 -0.68697 -0.727
O 1.40230 1.54106 2.38219 -0.731
H 1.28234 -0.35264 1.93808 0.181
C 1.23605 0.88781 0.02252 -0.448
C 0.69298 -1.06658 -1.50247 -0.054
H 0.41542 1.22249 -0.63503 0.213
H 2.45055 -0.03032 -1.58359 0.219
H 2.51899 -0.94537 -0.23318 0.212
H 1.04226 -1.84299 -2.19487 0.172
H 0.18475 -0.28355 -2.06146 0.161
H 0.07213 -1.83033 0.18392 0.463
H -0.21176 0.58656 1.65070 0.174
H 1.47311 2.41299 1.99704 0.463
C 0.87972 0.56277 1.48326 -0.069
```

Results
SMILES string = OCCCCO.O
E_LUMO = 0.890 eV
E_HOMO = -10.12 eV
Kohn-Sham gap = 0.4046 hartree

*b*
Entry from the Open Molecules 2025 dataset: 2 unconnected molecules or ions with the total composition C4H12O3 (wB97M-V/def2-TZVPD).

Structure (XYZ):
```
19
Properties=species:S:1:pos:R:3:nbo_charge:R:1
C 0.74266 2.13553 0.62894 -0.640
O 1.38442 -2.38203 0.65858 -0.991
C -1.52841 -0.73063 -0.44435 -0.074
H 1.81148 -3.05320 0.14893 0.467
C -1.07648 0.62716 -0.02403 -0.466
H 0.55518 -0.38824 -1.34491 0.509
H 1.31752 2.31372 1.47989 0.218
H -0.38082 -2.16075 -1.07917 0.507
O 1.14666 0.07909 -0.52860 -0.820
H -1.68289 1.03558 0.78084 0.230
H -1.11751 1.22542 -0.96435 0.209
H -0.00596 2.88816 0.82869 0.211
H 1.41584 -1.52723 0.21345 0.498
C 0.30551 0.72825 0.46347 0.078
H -1.50803 -1.40789 0.54028 0.190
O -0.67021 -1.28826 -1.50152 -0.740
H -2.57718 -0.74972 -0.95722 0.197
H 0.51485 0.07900 1.35232 0.182
H 1.35339 2.57602 -0.25121 0.234
```

Results
SMILES string = C[C@H](O)CCO.O
E_LUMO = 0.749 eV
E_HOMO = -9.90 eV
Kohn-Sham gap = 0.3912 hartree

*c*
Entry from the Open Molecules 2025 dataset: 4 unconnected molecules or ions with the total composition C4H12O3 (wB97M-V/def2-TZVPD).

Structure (XYZ):
```
19
Properties=species:S:1:pos:R:3:nbo_charge:R:1
H -2.98296 0.67448 -0.05507 0.199
C -2.99390 -0.37902 0.22932 -0.223
H -4.34027 -1.73687 1.01699 0.192
H 1.75984 0.85525 1.99745 0.478
C -2.35686 -1.26395 -0.79475 -0.233
C -3.93120 -0.73357 1.10910 -0.367
H -4.29359 -0.04981 1.86092 0.201
O 2.01426 -0.07846 2.15917 -0.952
H 5.40938 0.75334 1.05216 0.470
H 3.62045 1.64545 -2.11163 0.472
H -1.07185 -0.97906 -2.56785 0.210
H 4.09986 0.04221 0.81458 0.484
O 4.66964 0.69428 0.42350 -0.955
C -1.89832 -0.72735 -1.91932 -0.362
H 2.44522 1.89985 -1.30398 0.461
H -2.46894 0.12975 -2.26756 0.180
H -2.05313 -2.24567 -0.44066 0.202
O 2.66190 1.81114 -2.21709 -0.934
H 1.71045 -0.31201 3.01474 0.475
```

Results
SMILES string = C=CC=C.O.O.O
E_LUMO = 0.467 eV
E_HOMO = -8.77 eV
Kohn-Sham gap = 0.3394 hartree

*a* has the most favorable energy; the next structure is 17.1 kJ/mol above.

*a*
Entry from the Open Molecules 2025 dataset: a single C2H2O2S molecule (wB97M-V/def2-TZVPD).

Structure (XYZ):
```
7
Properties=species:S:1:pos:R:3:nbo_charge:R:1
O 2.45815 0.75984 1.98780 -0.433
O -0.71298 0.61054 2.41978 -0.415
H 2.50378 1.45696 -1.06662 0.152
S 1.31986 0.83745 -0.82500 -0.294
C 0.00284 0.28953 1.57924 0.353
H -0.25733 -0.36030 0.56373 0.118
C 1.47496 0.56466 1.33792 0.519
```

Results
SMILES string = O=CC(=O)S
E_LUMO = -1.182 eV
E_HOMO = -9.99 eV
Kohn-Sham gap = 0.3236 hartree

*b*
Entry from the Open Molecules 2025 dataset: a single C2H2O2S molecule (wB97M-V/def2-TZVPD).

Structure (XYZ):
```
7
Properties=species:S:1:pos:R:3:nbo_charge:R:1
C -1.03525 0.03993 0.08162 0.361
C 0.51957 0.71825 -0.09419 0.408
O -1.36551 -1.11455 -0.10444 -0.484
H 1.05231 -1.84936 -0.54700 0.207
O 0.56933 1.89696 -0.11210 -0.496
S 1.88657 -0.64569 0.05218 -0.136
H -1.62702 0.95446 0.72393 0.141
```

Results
SMILES string = O=CC(=O)S
E_LUMO = -0.558 eV
E_HOMO = -9.78 eV
Kohn-Sham gap = 0.3389 hartree

*a* has the most favorable energy; the next structure is 8.8 kJ/mol above.